# 1
Below is C5H8BrO2 as an isolated structure at a distorted geometry, with properties calculated with ωB97M-V/def2-TZVPD.

Each line ends with the natural charge from an NBO analysis.
Geometry (Å):
C -0.46063 2.28204 1.75072  0.399
C 0.58592 0.45920 0.49895  0.787
C 1.13602 -1.58337 -0.77393  -0.640
C -1.02414 -0.34711 -1.29504  -0.643
C 0.04519 -0.66443 -0.27768  -0.083
O 1.61042 0.82721 0.90344  -0.416
O -0.68605 1.32648 1.01936  -0.408
Br -0.84222 -1.45941 1.42132  0.080
H -1.29775 2.87821 2.11730  0.215
H 0.56264 2.54135 2.05597  0.204
H 0.70567 -2.52228 -1.11407  0.258
H 1.87260 -1.79352 -0.00149  0.250
H 1.64444 -1.11687 -1.61676  0.248
H -1.45020 -1.27214 -1.67667  0.261
H -0.57515 0.18804 -2.13100  0.245
H -1.82678 0.25661 -0.88041  0.243

Cartesian forces (eV/Å) of the 2 atoms listed first:
C 0.33 0.40 0.40
C 1.05 0.16 0.43

Values from the calculation:
**HOMO**: -14.7807 eV
**Kohn-Sham gap**: 8.9 eV
**Max |F|**: 1.24 eV/A
**Total charge**: +1

# 2
Below is a 2-piece molecular cluster, C5H8Cl2 overall at a distorted geometry, with properties calculated with ωB97M-V/def2-TZVPD.

Each line ends with the natural charge from an NBO analysis.
Geometry (Å):
C 1.92223 1.32230 0.64754  -0.658
C 1.78017 -0.12684 0.33773  -0.116
Cl 1.30321 -1.22139 1.73805  -0.038
Cl 3.31641 -0.75234 -0.58902  -0.105
H 0.98253 1.73696 0.83324  0.227
H 2.38983 1.85831 -0.17692  0.239
H 2.62280 1.46227 1.45434  0.223
H 1.02470 -0.15414 -0.45327  0.226
C -1.46744 0.87681 -0.15105  -0.301
C -1.80862 -0.23928 -0.40338  0.027
C -2.46543 -1.46008 -0.78701  -0.696
H -1.49263 1.82866 0.31411  0.238
H -3.20038 -1.78294 -0.03487  0.244
H -1.86919 -2.29750 -1.06387  0.243
H -3.03818 -1.05081 -1.66563  0.247

Cartesian forces (eV/Å) of the 2 atoms listed first:
C 2.24 -0.38 0.25
C 0.26 -0.86 -1.49

Values from the calculation:
**HOMO**: -10.2155 eV
**SMILES**: CC(Cl)Cl.C#CC
**Kohn-Sham gap**: 11.0 eV
**Max |F|**: 2.29 eV/A

# 3
Below is an isolated molecule of C5H8Cl2Si at a distorted geometry, with properties calculated with ωB97M-V/def2-TZVPD.

Each line ends with the natural charge from an NBO analysis.
Geometry (Å):
C -1.14629 -1.93658 -1.30351  -0.358
C 0.09869 -1.73126 -0.84073  -0.240
C 0.62401 -0.38335 -0.36072  -0.165
C -0.04997 0.52948 0.38180  -0.465
C 0.73924 1.67851 0.95951  -0.639
Si -1.92325 0.50073 0.59089  1.264
Cl -2.58969 -1.29279 1.12619  -0.361
Cl -2.76763 1.11030 -1.07603  -0.337
H -1.81704 -1.14372 -1.51187  0.189
H -1.50787 -2.91315 -1.67008  0.210
H 0.72369 -2.46706 -0.38054  0.209
H 1.70140 -0.40604 -0.50167  0.197
H 1.75943 1.52680 0.40951  0.221
H 0.91632 1.55320 2.09651  0.227
H 0.20952 2.73441 0.74015  0.220
H -2.47949 1.12106 1.76859  -0.171

Cartesian forces (eV/Å) of the 2 atoms listed first:
C 1.62 -1.36 -0.87
C -1.52 1.96 1.02

Values from the calculation:
**HOMO**: -9.0583 eV
**SMILES**: C=C/C=C(/C)[SiH](Cl)Cl
**Kohn-Sham gap**: 9.7 eV
**Max |F|**: 2.78 eV/A

# 4
Below is a 2-piece molecular cluster, C5H8Cl4S overall at a distorted geometry, with properties calculated with ωB97M-V/def2-TZVPD.

Each line ends with the natural charge from an NBO analysis.
Geometry (Å):
C -1.38796 -0.66318 0.53539  -0.425
C -0.29425 0.10468 -0.22776  -0.520
C -2.02842 -1.84494 -0.16236  -0.357
C 0.45564 0.93705 0.67879  -0.183
C 2.01649 1.80920 -0.89572  -0.249
S 1.47476 0.25371 1.88624  0.070
Cl -0.84342 -3.16711 -0.18495  -0.072
Cl 1.04884 2.10352 -2.36143  -0.013
Cl 3.12925 0.46170 -1.12499  0.004
Cl 2.86591 3.29730 -0.39221  0.009
H -2.21310 0.00286 0.84788  0.217
H -0.99022 -0.84160 1.59720  0.234
H 0.43622 -0.61438 -0.81851  0.239
H -0.62423 0.81134 -0.91005  0.237
H -2.84839 -2.22008 0.48171  0.217
H -2.47600 -1.71385 -1.07476  0.215
H 0.02519 1.86985 1.01660  0.226
H 2.25370 -0.58606 1.10894  0.152

Cartesian forces (eV/Å) of the 2 atoms listed first:
C -0.37 1.14 1.45
C 1.19 -2.73 -0.61

Values from the calculation:
**HOMO (alpha / beta)**: -8.4469 / -8.4459 eV
**Kohn-Sham gap (alpha / beta)**: 8.0 / 8.0 eV
**Max |F|**: 4.02 eV/A

For each record above, in turn, the calculated calculated total energy values are -79443.4264 -30357.1764 -38237.6618 -66236.9498 eV.
For each record above, in turn, the calculated relative energy (zero: lowest compared OMol25 entry of this formula, charge and spin) values are 0.0 261.0 170.3 185.5 kJ/mol.